Entry 1:
C18H35F5O5Si2 | the ωB97M-V functional and the def2-TZVPD basis

As for the total charge: 0. The HOMO-LUMO gap comes out at 10.2 eV. As for the total energy: -58818.8553 eV. As for the HOMO energy: -9.751 eV. The SMILES is COCCCCCC[C@]1(C(F)(F)C(F)(F)F)COC(=O)O1.C[Si](C)(C)O[Si](C)(C)C.

Element x y z (Å)
C 4.902 -1.698 3.984
C 1.222 -1.584 -1.044
H -2.468 -1.045 -2.912
H 1.965 -2.361 -0.832
C -1.041 0.978 -1.895
H 0.999 0.755 -4.697
C -4.896 -1.861 -3.436
Si 4.338 -0.151 3.099
H 1.903 -1.216 -4.050
O -4.112 -0.145 -4.730
O 1.667 -0.747 -2.087
F -6.978 0.113 -4.714
O 2.842 0.287 3.634
H 1.764 -1.572 5.866
O -3.330 -1.423 -6.408
H -0.246 2.290 -3.396
C -3.155 -0.291 -2.508
C 5.558 1.228 3.417
C -6.949 0.380 -3.401
H 0.406 -1.799 -3.337
C 1.093 -0.945 -3.366
C 2.794 2.297 5.698
H 5.184 -0.776 0.872
H 0.175 1.844 3.798
C -5.494 0.620 -2.929
H 2.207 2.655 6.548
H 3.156 -0.787 6.618
C -4.429 -0.405 -3.354
H 3.884 0.412 0.730
H -3.381 -0.594 -1.481
H -0.306 1.349 5.425
C 0.071 1.386 -2.866
C 4.212 -0.478 1.271
H 5.052 -1.520 5.050
Si 2.039 0.737 4.999
H -4.693 -2.429 -2.532
H 1.076 -0.984 -0.142
H -2.375 1.415 -3.548
F -5.548 0.656 -1.580
C -3.762 -1.323 -5.319
H 5.215 2.167 2.976
H 5.849 -2.048 3.567
H -0.986 1.589 -0.991
H 4.170 -2.502 3.877
H -0.871 -0.052 -1.562
H -0.207 0.151 4.129
H -0.553 0.011 -4.400
H -5.946 -1.966 -3.708
F -7.483 -0.667 -2.748
H -3.051 1.797 -1.975
H 0.270 -2.069 -1.290
H 1.522 -0.376 7.144
C 0.381 0.315 -3.911
C 0.261 1.048 4.540
C -2.449 1.065 -2.515
H 2.821 3.091 4.949
H 0.978 1.644 -2.317
F -7.699 1.454 -3.161
C 2.132 -0.628 6.273
H 5.709 1.394 4.486
O -4.103 -2.356 -4.521
H 3.501 -1.278 1.061
H 6.528 0.985 2.977
F -5.153 1.835 -3.368
H 3.815 2.129 6.046

Cartesian forces, eV/Å:
-0.03 0.04 0.00
0.04 -0.10 0.01
-0.05 0.00 0.03
-0.07 -0.01 -0.01
0.02 -0.13 0.04
-0.03 0.01 0.06
-0.08 -0.04 -0.07
0.08 -0.02 -0.07
-0.08 -0.06 0.00
0.26 0.02 0.21
-0.07 0.21 0.05
-0.08 0.10 0.22
0.02 0.00 0.03
-0.01 0.00 0.00
0.64 -0.01 -0.53
0.04 0.00 0.07
0.02 0.04 0.06
-0.04 -0.02 0.02
-0.10 -0.14 -0.22
-0.01 0.07 0.05
0.00 -0.12 -0.08
0.00 -0.04 -0.02
-0.01 0.00 -0.03
0.01 0.00 0.00
-0.19 -0.32 -0.08
0.01 0.01 0.01
0.00 0.00 0.01
0.11 0.03 -0.06
0.00 -0.01 -0.01
-0.03 0.00 -0.07
-0.03 0.00 -0.02
-0.09 0.03 0.01
-0.02 0.01 0.03
0.00 -0.01 0.00
-0.07 0.03 0.05
0.11 -0.02 -0.05
0.06 -0.01 -0.04
-0.03 0.01 0.05
0.02 0.00 0.34
-1.07 0.12 0.15
0.01 0.00 -0.01
0.00 -0.01 0.01
-0.04 0.03 -0.07
0.01 0.00 -0.01
0.07 0.10 0.02
0.01 0.00 0.00
0.08 0.00 -0.03
0.11 -0.05 0.02
-0.02 0.23 -0.05
0.00 0.00 -0.06
0.06 0.01 0.01
0.01 -0.01 0.01
0.03 0.05 -0.03
0.02 -0.01 -0.01
0.00 -0.05 -0.08
-0.01 0.00 0.00
-0.03 -0.09 -0.02
0.15 -0.25 -0.04
0.01 0.02 -0.03
0.01 0.00 0.00
0.07 -0.12 0.33
0.01 0.00 0.00
0.01 0.01 0.01
0.19 0.45 -0.16
0.00 0.01 0.00

Here are the Mulliken charges for atoms 1 to 6, given in e:
1 C -1.035
2 C -0.738
3 H 0.569
4 H 0.255
5 C -0.424
6 H 0.457

Entry 2:
C24H56BN7O9 | the ωB97M-V functional and the def2-TZVPD basis

As for the total charge: 0. The HOMO-LUMO gap comes out at 9.0 eV. As for the total energy: -55329.7657 eV. As for the HOMO energy: -8.398 eV. The SMILES is BCOC(C)=O.CNC(C)=O.CNC(C)=O.CNC(C)=O.CNC(C)=O.CNC(C)=O.CNC(C)=O.CNC(C)=O.

Element x y z (Å)
C -6.208 -3.948 5.642
H -3.034 -0.881 3.316
H -1.461 1.251 10.306
H 3.097 0.558 -2.137
H 4.024 -0.699 -1.280
C -5.165 0.018 -6.188
H 6.170 4.482 -1.790
C -4.404 -0.660 -8.966
H 4.653 4.488 -2.710
H 0.316 3.385 -4.352
H -1.133 -0.597 1.554
O -0.097 -1.137 -0.632
H -0.180 4.438 -6.376
H -0.763 0.216 6.661
C -6.342 -2.802 2.917
O 3.560 3.048 -0.946
H -0.563 1.202 8.767
C -2.480 -0.419 7.769
O 4.980 -2.081 0.009
N 4.889 3.983 0.604
C 5.615 -3.077 -0.321
H -1.991 1.494 6.944
H 2.118 -1.010 0.248
H 3.875 -4.311 -0.420
H -0.241 -0.018 10.026
O -5.105 -0.992 3.879
H 7.349 -2.082 -0.283
H -2.522 -0.889 9.711
N -5.630 -2.679 5.265
H -0.399 -0.001 -2.867
O -3.372 -1.218 7.505
H 4.941 5.760 -1.507
H -5.796 0.860 -5.893
N -4.002 0.544 -6.863
N -0.625 2.403 -6.754
C 5.920 4.863 1.104
H 0.679 3.668 -7.734
H -1.391 1.267 1.459
H -5.740 -0.663 -6.816
H -0.735 1.673 -7.448
H 3.607 0.822 -0.450
O -2.562 0.815 -8.565
H 7.370 -5.006 -1.027
C -1.259 0.358 2.221
H 8.398 -3.749 -1.761
H 0.320 -2.168 1.966
H 4.410 3.377 1.261
H -5.861 -3.768 2.739
C -5.646 -2.081 4.037
H -5.415 -0.262 -9.093
C 0.823 -0.569 -1.210
B -2.634 0.223 3.171
H -2.280 0.222 5.741
H 8.609 -4.184 -0.046
H -3.108 1.193 3.643
H -3.401 1.187 -6.361
N 2.067 -0.536 -0.647
H 6.369 5.469 0.317
C -1.832 0.436 6.716
O -0.099 0.687 3.064
N 6.971 -3.004 -0.470
H -0.901 2.507 -3.406
C -0.840 1.978 -5.475
H -1.425 3.795 -4.508
C 5.100 4.703 -1.735
H -6.275 -2.209 2.000
C 4.953 -4.402 -0.576
O -1.135 0.807 -5.260
H 5.128 -4.714 -1.609
C -3.581 0.284 -8.136
H -6.932 -3.767 6.440
H 5.341 -5.153 0.119
C -1.012 0.597 9.555
O 0.779 -0.456 5.003
H -5.406 -4.587 6.020
C -0.702 2.986 -4.369
H -7.398 -2.942 3.161
H -4.828 -0.511 -5.293
H 6.691 4.249 1.575
C 4.452 3.848 -0.682
C 0.640 0.105 -2.541
H 0.867 1.172 -2.454
H 2.078 -1.696 2.495
H -3.951 -0.772 -9.955
C 0.515 -0.505 3.668
H 0.975 -2.811 3.623
C 7.880 -4.060 -0.850
C 0.970 -1.876 2.895
C 3.263 0.078 -1.173
H 1.286 -0.362 -3.289
H -6.704 -4.445 4.808
H -1.049 4.074 -7.889
H -5.145 -2.139 5.972
C -0.273 3.731 -7.201
H -4.440 -1.644 -8.489
N -2.043 -0.283 9.055
H 5.472 5.518 1.855

Cartesian forces, eV/Å:
0.25 0.24 0.34
0.08 0.22 0.19
0.28 0.15 0.00
-0.16 0.01 0.27
-0.04 0.33 -0.10
0.26 0.26 0.33
-0.06 0.21 0.01
-0.02 -0.15 -0.29
0.02 -0.05 0.32
-0.16 0.14 0.02
0.27 1.87 1.29
-0.13 -0.06 -0.01
-0.03 -0.19 -0.08
-0.10 0.21 -0.07
-0.07 -0.01 -0.33
0.35 0.55 -0.01
-0.15 -0.18 0.07
-0.37 -0.29 0.04
0.26 -0.52 0.06
-0.25 -0.13 -0.66
0.08 0.67 0.20
0.16 -0.05 -0.05
0.09 0.11 -0.28
0.29 0.13 -0.01
0.17 0.28 0.01
-0.74 -0.43 -0.02
-0.09 -0.25 -0.05
0.15 0.17 -0.17
-0.04 0.38 -0.73
0.27 -0.06 0.12
0.08 0.05 0.09
0.20 -0.07 -0.04
-0.21 -0.23 0.08
0.19 -0.03 -0.98
0.03 -0.29 0.95
-0.16 -0.24 0.40
-0.03 0.32 -0.01
0.52 -1.89 1.60
0.17 0.14 0.04
-0.25 0.14 0.00
0.11 -0.03 -0.38
-0.14 -0.13 -0.14
0.01 0.23 0.06
-1.52 0.40 -1.97
0.11 -0.31 0.01
1.15 0.90 1.72
0.11 0.17 -0.15
-0.21 0.00 0.01
0.35 0.51 0.58
0.03 -0.20 0.07
0.50 -0.15 0.62
1.94 -0.26 -1.15
0.00 -0.06 0.35
0.08 -0.26 -0.18
-0.15 0.11 0.17
-0.02 -0.32 0.00
-1.01 -0.12 -0.35
-0.15 -0.16 0.08
0.06 0.00 -0.09
1.25 -4.04 1.04
-0.73 0.05 0.09
0.02 0.02 -0.31
0.08 -0.35 -0.69
0.21 0.07 0.03
0.03 0.08 -0.29
0.06 -0.04 0.30
-0.26 -0.14 0.00
-0.11 0.23 0.10
0.04 -0.14 0.16
0.38 0.47 0.62
-0.07 -0.32 -0.03
0.00 -0.04 -0.21
-0.16 -0.24 0.37
-1.49 -0.01 -8.41
-0.23 -0.22 0.02
-0.05 0.05 0.34
0.11 -0.17 -0.07
-0.28 -0.07 0.01
0.16 0.29 0.02
-0.55 -0.55 0.32
-0.31 -0.01 -0.11
0.17 -0.13 -0.12
-2.36 -0.32 0.99
0.00 0.12 0.29
0.78 0.65 6.25
-0.02 2.44 -1.26
0.30 0.38 0.06
0.19 0.09 -0.66
0.44 -0.24 0.27
-0.03 0.23 0.01
0.10 0.15 0.09
0.16 0.24 0.00
0.09 -0.07 0.00
-0.06 -0.31 -0.34
-0.18 0.10 -0.06
-0.31 -0.16 -0.57
0.29 0.14 -0.02

Here are the Mulliken charges for atoms 1 to 6, given in e:
1 C -0.939
2 H -0.181
3 H 0.287
4 H 0.386
5 H 0.124
6 C -0.923

Entry 3:
C4H10O2 | the ωB97M-V functional and the def2-TZVPD basis

As for the total charge: 0. The HOMO-LUMO gap comes out at 10.8 eV. As for the total energy: -8403.3350 eV. As for the HOMO energy: -9.799 eV. The SMILES is CC=O.CCO.

Element x y z (Å)
H -0.783 1.671 -3.888
H -1.423 -1.635 4.388
C -0.585 -2.249 4.100
H 0.574 1.133 -4.733
H 0.562 2.215 -3.091
H -0.808 3.693 -5.295
H -0.822 -3.338 4.377
C 0.235 1.942 -4.103
H 0.138 -1.929 4.863
C 0.093 3.286 -4.769
H 1.144 -0.523 3.243
O 0.943 -1.144 2.539
C -0.015 -2.187 2.711
H 0.523 -3.047 2.351
O 1.036 4.047 -4.688
H -0.810 -1.934 1.996

Cartesian forces, eV/Å:
-0.85 -0.57 0.05
-0.67 0.22 -0.79
0.49 -2.25 1.75
1.00 0.04 0.24
1.15 -0.87 -0.53
0.06 -0.87 0.29
0.10 1.54 -0.38
-2.61 1.13 0.48
0.41 -0.32 -0.32
1.76 1.07 -0.30
-0.64 -0.47 0.45
0.77 0.47 -0.86
-0.24 2.02 -0.23
-0.21 -0.77 0.33
-0.52 0.06 -0.24
-0.01 -0.45 0.05

Here are the Mulliken charges for atoms 1 to 6, given in e:
1 H 0.283
2 H 0.327
3 C -1.010
4 H 0.289
5 H 0.258
6 H 0.350

Entry 4:
C24H43CoNP2 | the ωB97M-V functional and the def2-TZVPD basis

As for the total charge: 0. The HOMO-LUMO gap (alpha / beta) comes out at 5.1 / 5.3 eV. As for the spin multiplicity: 4. As for the expectation value of S²: 3.83. As for the total energy: -83268.5469 eV. As for the HOMO energy (alpha / beta): -5.082 / -5.343 eV.

Element x y z (Å)
H 1.772 -3.553 1.272
H 0.789 -4.880 -0.625
H -0.004 -3.617 1.364
H 0.121 7.148 -0.862
H 4.338 0.949 1.173
H 1.499 -0.634 3.199
H 3.678 4.438 3.545
N 1.064 5.341 -0.450
H 1.767 -2.370 2.923
H 0.110 -1.755 3.144
C 0.844 -3.278 0.749
C 0.178 1.213 1.461
C 3.983 2.542 2.644
H 1.279 -2.863 -3.371
H 3.195 -2.154 0.640
H 0.110 -4.134 -3.862
H -5.452 -0.061 -0.279
H -0.908 5.920 -0.055
H -2.683 -4.074 -2.233
H 2.294 6.747 -1.363
H -0.113 1.445 0.399
C 2.517 2.143 0.748
H 2.072 5.267 -2.310
H -2.743 0.258 -0.130
C 3.629 1.705 1.542
H 0.219 2.134 2.073
H -0.546 -1.069 -1.584
C 0.835 -3.785 -0.679
C 1.978 3.439 0.771
H -2.097 -0.164 -2.644
H 3.113 5.232 -0.864
C -4.613 -0.762 -0.371
H 0.891 3.313 -1.052
H -0.515 5.795 -1.811
C 2.195 5.656 -1.282
H -1.818 -3.325 1.547
H -1.433 -0.695 0.568
C -1.431 -1.714 -1.346
H 2.069 5.280 1.886
H 1.766 -3.506 -1.188
P -0.480 -3.216 -1.761
C -2.385 -2.504 1.056
H -4.120 -3.710 1.244
C 0.211 -3.134 -3.401
C 3.379 3.781 2.738
C 2.603 -1.385 0.134
C 1.094 -1.535 2.720
C -3.384 -0.099 -0.941
Co 2.091 0.434 1.186
H 4.779 2.209 3.317
C -1.545 -1.719 0.165
C 0.883 3.929 -0.137
H -3.217 -1.552 -2.624
H 2.481 -1.678 -0.916
H -2.633 -1.830 1.906
H -5.762 -2.472 0.117
H -0.329 -2.401 -4.020
H -3.682 0.864 -1.385
C -1.750 -4.496 -1.815
H -0.520 0.490 1.937
H -1.422 -5.309 -2.482
P 0.883 -1.373 0.877
C -4.758 -2.035 0.050
C -3.708 -3.041 0.465
C -2.573 -0.920 -1.997
C 2.424 4.259 1.817
H 3.168 -0.418 0.143
H -3.495 -3.701 -0.384
H -1.947 -4.917 -0.814
C -0.126 6.078 -0.812
H -0.111 3.827 0.329

Cartesian forces, eV/Å:
-0.26 -0.63 -0.41
-0.16 0.08 -0.56
0.32 -0.08 -0.44
-0.14 -0.22 0.11
-0.17 0.06 0.36
-0.21 -0.13 -0.01
0.00 0.05 0.07
-0.10 0.40 0.62
-0.05 0.05 0.17
0.08 0.10 0.00
0.42 0.58 0.77
-0.45 -0.42 -0.20
0.23 -0.63 -0.77
-0.45 -0.03 -0.03
0.31 0.24 -0.11
0.18 0.50 0.10
-0.14 -0.67 -0.52
0.17 0.07 -0.28
0.51 -0.18 0.23
0.09 -0.24 0.10
-0.10 -0.15 1.11
1.68 0.46 -2.15
0.07 -0.04 -0.02
0.07 -0.18 -0.24
0.14 2.71 0.57
-0.01 -0.42 -0.30
-0.18 0.20 0.77
0.50 -0.04 0.67
0.73 0.21 2.01
-0.31 -0.39 -0.09
-0.13 0.08 -0.04
-0.08 -0.49 0.27
-0.13 -0.07 0.03
-0.12 -0.01 0.13
-0.07 -0.04 -0.25
-0.56 -0.17 -0.23
-0.23 -0.82 -0.73
2.09 0.72 1.53
-0.04 0.00 0.10
-0.13 -0.21 0.18
-2.85 0.15 0.05
-0.91 -0.40 0.70
-0.24 0.30 -0.39
0.37 -0.19 -0.94
0.03 0.15 0.48
0.99 -0.78 -0.05
0.29 0.02 0.07
0.12 0.38 -0.03
-2.74 -0.24 0.96
-0.22 0.41 -0.03
1.88 2.13 0.27
-0.05 0.34 -0.59
-0.18 0.26 0.21
0.10 0.46 0.24
-0.06 -0.43 -0.36
0.11 0.67 0.48
0.15 -0.26 0.23
-0.17 -0.50 -0.31
-0.07 -0.91 -0.40
-0.03 0.59 -0.28
-0.12 0.11 0.30
-0.78 -1.59 -0.50
-0.12 0.39 0.02
0.36 -0.55 0.02
-0.43 0.31 -0.78
0.29 -0.71 -0.69
0.37 -0.49 -0.77
-0.08 0.08 0.24
0.13 0.27 -0.47
0.13 -0.17 -0.15
0.36 -0.08 -0.06

Here are the Mulliken charges for atoms 1 to 6, given in e:
1 H 0.845
2 H 0.595
3 H 0.490
4 H 0.311
5 H 0.425
6 H 0.461

Entry 5:
C3H6O2S2 | the ωB97M-V functional and the def2-TZVPD basis

As for the total charge: 0. The HOMO-LUMO gap comes out at 8.4 eV. As for the total energy: -28973.1263 eV. As for the HOMO energy: -8.618 eV. The SMILES is O=C(O)CCSS.

Element x y z (Å)
H -1.092 -2.751 -1.975
H -1.645 0.009 0.570
H 0.894 3.987 -0.041
H -0.674 -1.267 1.081
S 1.445 1.537 -0.321
H 1.304 -0.596 0.787
O 0.322 -0.980 -1.811
S 0.862 3.300 1.025
H 0.478 0.463 1.784
C 0.655 0.254 0.742
C -0.665 -0.495 0.323
C -0.546 -1.185 -0.999
O -1.338 -2.277 -1.166

Cartesian forces, eV/Å:
0.19 0.41 0.01
1.05 -0.07 -0.97
-0.14 1.58 -1.66
-0.17 -0.65 0.02
-1.33 0.87 2.38
1.12 -0.14 -0.20
-0.02 0.67 0.20
0.70 -2.89 0.18
0.31 1.06 0.26
-1.23 -1.01 -1.06
-0.51 1.05 0.92
0.72 -1.28 -0.90
-0.71 0.42 0.81

Here are the Mulliken charges for atoms 1 to 6, given in e:
1 H 0.336
2 H 0.355
3 H 0.131
4 H 0.264
5 S -0.046
6 H 0.315

Q: What is the formula in the second record?
A: C24H56BN7O9